A single C24H28N2O4 molecule, computed with wB97M-V/def2-TZVPD.

The geometry in XYZ format:
```
58
Properties=species:S:1:pos:R:3:forces:R:3:mulliken_charge:R:1
C -4.1537 -3.6658 -0.9666 -0.07 0.14 0.20 -1.29
C -3.8841 -2.8123 0.2665 0.15 -0.16 -0.02 -0.37
C -2.4106 -2.4392 0.4219 -0.31 0.14 -0.02 -0.57
H -2.2790 -1.9214 1.3755 0.09 -0.02 0.02 0.37
H -1.8042 -3.3453 0.4622 0.09 -0.01 0.06 0.41
C -1.9232 -1.5325 -0.7210 -0.03 -0.11 0.19 -0.97
C -0.5997 -0.9078 -0.3828 0.34 -0.48 -0.14 0.45
C 0.5036 -1.6877 -0.2723 -0.21 0.16 -0.01 -1.37
C 1.7897 -1.1890 0.1127 0.39 0.07 0.05 1.29
C 2.9150 -1.9592 0.1517 -0.32 -0.26 -0.07 -1.02
C 4.2002 -1.4289 0.4732 0.09 0.20 -0.10 0.25
O 5.2542 -2.0215 0.3135 -0.06 0.09 0.10 -0.70
C 4.2324 -0.0261 1.1224 0.35 0.02 0.08 1.51
C 3.0447 0.8861 0.8254 0.06 0.33 0.08 0.16
O 3.1226 2.0861 0.9987 -0.01 -0.21 0.06 -0.72
C 1.8113 0.2182 0.4127 -0.71 0.11 -0.13 -0.09
C 0.6838 0.9623 0.2456 0.64 -0.08 0.22 -0.22
N -0.5017 0.4529 -0.1491 0.29 -0.03 -0.03 0.31
C -1.6236 1.3518 -0.3101 -0.55 0.21 0.08 -1.68
H -1.2329 2.3621 -0.4451 0.02 -0.13 -0.05 0.47
H -2.1781 1.0872 -1.2127 0.13 0.06 0.11 0.56
C -2.5793 1.3200 0.8976 0.00 0.00 -0.21 0.04
C -3.9958 1.5842 0.4696 -0.05 0.26 0.24 0.45
N -4.4652 0.7853 -0.4837 0.28 -0.18 -0.06 -0.09
C -5.7069 0.9490 -0.9011 -0.30 0.06 -0.08 -0.26
C -6.5566 1.9210 -0.3964 0.04 0.06 0.08 -0.68
C -6.0705 2.7594 0.5938 0.00 -0.08 -0.07 -0.36
C -4.7683 2.5903 1.0361 -0.04 -0.06 -0.08 -0.80
H -4.3587 3.2252 1.8066 0.06 0.05 0.07 0.39
H -6.6946 3.5339 1.0150 -0.05 0.05 0.03 0.41
H -7.5642 2.0184 -0.7678 -0.09 -0.01 -0.05 0.39
H -6.0301 0.2657 -1.6758 -0.13 -0.01 -0.07 0.41
H -2.5445 0.3243 1.3443 0.03 0.01 0.03 0.14
H -2.2685 2.0400 1.6543 0.04 -0.06 0.05 0.39
H 0.7280 2.0256 0.4339 -0.04 0.07 -0.02 0.48
C 4.3248 -0.2138 2.6398 0.13 0.16 -0.29 -1.84
H 4.4050 0.7591 3.1194 -0.04 0.06 0.03 0.41
H 5.2102 -0.8028 2.8660 0.02 -0.09 0.00 0.46
H 3.4398 -0.7316 3.0025 -0.07 -0.05 0.05 0.34
O 5.4298 0.6413 0.7028 -0.17 -0.15 0.57 -0.45
C 5.4253 0.9674 -0.5877 0.34 0.19 -0.34 0.67
O 4.4716 0.7926 -1.3070 0.04 -0.07 -0.04 -0.59
C 6.7490 1.5575 -1.0072 -0.18 0.07 -0.18 -0.39
C 6.6362 2.3279 -2.3148 -0.01 -0.14 0.15 -1.17
H 5.9807 3.1863 -2.1914 -0.05 0.08 -0.06 0.31
H 7.6148 2.6754 -2.6366 0.06 0.05 -0.04 0.39
H 6.2146 1.6886 -3.0859 -0.02 0.02 -0.09 0.30
H 7.1148 2.1891 -0.1967 0.03 -0.09 0.02 0.30
H 7.4424 0.7191 -1.1150 0.00 0.00 0.11 0.27
H 2.8817 -2.9904 -0.1660 -0.02 -0.13 0.00 0.43
H 0.4182 -2.7417 -0.4858 -0.11 -0.12 -0.04 0.47
H -2.6978 -0.7933 -0.9102 0.02 0.00 -0.11 0.29
H -1.7991 -2.1353 -1.6218 -0.02 0.10 -0.05 0.53
H -4.4800 -1.8982 0.2132 -0.02 0.02 0.08 0.17
H -4.1975 -3.3639 1.1557 -0.05 0.05 0.03 0.39
H -3.9543 -3.1086 -1.8779 0.02 0.01 -0.17 0.30
H -5.1940 -3.9817 -0.9848 -0.08 -0.07 -0.09 0.40
H -3.5275 -4.5553 -0.9597 0.06 -0.13 -0.06 0.33
```
Positions in Å, forces in eV/Å.

The energy relative to the best compared isomer or geometry (same formula, charge and spin) is 51.6 kcal per mole. As for the SMILES: CCCCC1=CC2=CC(=O)[C@@](C)(OC(=O)CC)C(=O)C2=CN1CCc1ccccn1. As for the charge: 0. As for the largest force on an atom: 0.014 hartree/bohr. The spin multiplicity is 1.